The following is a DFT calculation (ωB97M-V with the def2-TZVPD basis set) of a structure of composition C32H56InN3S3SbSi at a distorted geometry.

Computed properties:
**Total charge**: -1
**DFT total energy**: -90657.78858 eV
**Kohn-Sham gap**: 6.432 eV

Geometry (Å):
In: -16.55893 0.08245 -14.99576
S: -19.56919 0.88617 -18.49811
C: -18.55680 0.64401 -17.21559
S: -18.99078 -0.16737 -15.78441
S: -16.92185 1.25236 -17.30359
C: -20.59470 -3.49503 -17.48941
C: -19.95330 -3.66267 -18.86238
C: -20.34960 -5.02773 -19.48962
C: -20.60504 -2.59222 -19.81003
Sb: -17.89833 -3.06522 -18.74207
C: -17.23402 -2.64405 -20.71799
C: -17.56760 -3.61625 -21.77284
C: -15.70073 -2.66472 -20.59199
C: -17.68302 -1.25134 -21.05474
C: -16.98926 -5.07432 -18.08915
C: -15.57738 -4.66591 -17.68769
C: -17.69020 -5.48404 -16.79753
C: -16.81675 -6.25302 -19.03540
H: -21.73801 -3.84947 -17.52956
H: -20.67089 -2.47951 -17.15288
H: -20.02547 -4.07907 -16.61740
H: -21.44006 -5.02712 -19.38692
H: -19.89109 -5.91521 -18.96981
H: -20.20120 -5.00784 -20.58582
H: -21.65565 -2.69570 -19.62058
H: -20.36136 -2.83553 -20.79917
H: -20.28503 -1.62690 -19.55227
H: -17.35389 -4.63840 -21.39811
H: -16.98396 -3.49700 -22.64782
H: -18.63584 -3.69422 -22.09980
H: -15.33422 -3.60376 -20.24833
H: -15.40409 -1.87195 -19.92755
H: -15.20988 -2.39215 -21.53981
H: -18.75383 -1.04449 -20.96632
H: -17.39606 -1.08833 -22.09658
H: -17.23242 -0.48371 -20.47884
H: -15.48399 -3.72138 -17.17481
H: -14.81433 -4.58914 -18.51771
H: -15.17327 -5.39682 -16.99659
H: -17.85555 -4.66773 -16.05489
H: -17.01683 -6.26042 -16.35037
H: -18.66865 -5.98202 -17.00279
H: -16.38753 -5.85274 -19.98903
H: -17.78322 -6.65022 -19.30780
H: -16.19632 -7.07994 -18.58368
C: -13.26015 0.22388 -17.58064
Si: -13.22335 -0.62121 -15.81441
C: -12.56526 0.46715 -14.47247
C: -12.05732 -2.06461 -16.04421
C: -14.91138 -1.28491 -15.42361
H: -12.32454 0.74006 -17.73839
H: -14.07563 1.02290 -17.62519
H: -13.40443 -0.53059 -18.41273
H: -11.50471 0.79127 -14.56670
H: -12.65840 -0.21166 -13.68378
H: -13.27974 1.22077 -14.23083
H: -11.01172 -1.73657 -16.33356
H: -12.41781 -2.68460 -16.86039
H: -11.91288 -2.67248 -15.13210
H: -14.82927 -2.08216 -14.67168
H: -15.28286 -1.74058 -16.32703
C: -14.15946 -2.71934 -10.38023
C: -14.54468 -1.31782 -10.71736
N: -15.47069 -1.27719 -11.81343
C: -15.91160 -2.32944 -12.52668
N: -16.95201 -2.16329 -13.28265
C: -17.23325 -3.29710 -14.12823
C: -16.97388 -4.65380 -13.49454
C: -15.59515 -4.75212 -12.99670
N: -15.13856 -3.45741 -12.48425
C: -13.94737 -3.42877 -11.71269
H: -14.83820 -3.33308 -9.73766
H: -13.12900 -2.65966 -9.99527
H: -13.64052 -0.80133 -10.99344
H: -14.97249 -0.88424 -9.83288
H: -16.12850 -0.47645 -11.89660
H: -16.54647 -3.25972 -14.95261
H: -18.23902 -3.31914 -14.54148
H: -17.24542 -5.42858 -14.18561
H: -17.73045 -4.75750 -12.65002
H: -14.84482 -5.03492 -13.73314
H: -15.49419 -5.45074 -12.18150
H: -13.06541 -3.04890 -12.26132
H: -13.75847 -4.48901 -11.48792
C: -16.27715 1.42699 -13.36350
C: -15.51504 2.02533 -12.64687
C: -14.64752 2.56149 -11.69707
C: -13.58681 3.40406 -12.06762
C: -12.79399 4.01993 -11.09997
C: -12.98116 3.73027 -9.73576
C: -13.93627 2.80238 -9.34916
C: -14.77587 2.27088 -10.33894
H: -13.40888 3.60963 -13.13457
H: -12.03036 4.69086 -11.46819
H: -12.26169 4.20116 -9.08907
H: -14.02763 2.59839 -8.27310
H: -15.58974 1.68141 -10.02524

=====

The following is a DFT calculation (ωB97M-V with the def2-TZVPD basis set) of a cluster of 3 separate species, C32H56N2O8 in total at a distorted geometry.

Computed properties:
**DFT total energy**: -53446.66589 eV
**2S+1**: 3
**Kohn-Sham gap (spin up / spin down)**: 8.951 / 9.285 eV
**⟨S²⟩**: 2.008

Geometry (Å):
C: -2.80682 2.40058 -4.68173
C: -1.97570 1.65061 -3.94424
C: -2.03589 1.82838 -2.45698
O: -2.83708 1.22292 -1.76124
O: -1.17720 2.74824 -1.96895
C: -0.03370 2.16030 -1.33356
C: -0.28924 1.67228 0.09517
C: 0.78480 0.67336 0.53301
C: 0.36479 -0.80977 0.50381
C: -0.69048 -1.20388 -0.54958
C: -0.42151 -2.61119 -1.10512
C: 0.56278 -2.68067 -2.24441
O: 1.86702 -2.15124 -1.97561
C: 1.96822 -0.92729 -2.53433
O: 2.90299 -0.17289 -2.47194
O: 0.79817 -0.66169 -3.19515
C: 0.21706 -1.94774 -3.53564
C: 0.99470 -2.42770 -4.75621
C: 1.25220 -1.34264 -5.78977
O: 1.75016 -1.63531 -6.86029
H: -3.80463 2.56651 -4.29657
H: -2.53369 2.90075 -5.59737
H: -1.32058 0.88885 -4.34270
H: 0.34578 1.32292 -1.91516
H: 0.75443 2.89778 -1.28086
H: -1.29876 1.30857 0.24004
H: -0.19511 2.55348 0.72539
H: 1.02295 0.90159 1.56678
H: 1.71044 0.82655 -0.01727
H: 1.23484 -1.43879 0.34628
H: -0.00383 -1.06347 1.49242
H: -1.64569 -1.26585 -0.04215
H: -0.75131 -0.51438 -1.37791
H: -1.34540 -3.04192 -1.48668
H: -0.09910 -3.28207 -0.31394
H: 0.74341 -3.72636 -2.48703
H: -0.84310 -1.85982 -3.72946
H: 1.96610 -2.81733 -4.46971
H: 0.43810 -3.19671 -5.28122
H: 1.03175 -0.28513 -5.58476
C: 2.04623 -8.92980 2.12634
C: 1.91710 -7.40886 1.83467
C: 2.56335 -6.56938 2.94725
C: 1.71865 -6.39488 4.20663
C: 0.31189 -5.93012 3.84258
C: -0.36436 -6.86452 2.84187
N: 0.48048 -7.05534 1.62211
O: 0.40041 -5.99906 0.88451
C: -0.66323 -8.20245 3.54304
C: -1.73055 -6.30932 2.45495
C: 2.73665 -7.17744 0.56822
H: 1.09634 -9.41144 2.33690
H: 2.43899 -9.45988 1.25899
H: 2.71463 -9.12730 2.96530
H: 2.78281 -5.57189 2.55360
H: 3.52731 -7.00853 3.20901
H: 1.68727 -7.32430 4.78149
H: 2.18832 -5.65364 4.85605
H: -0.30157 -5.85944 4.74294
H: 0.36528 -4.91866 3.42727
H: -1.10359 -8.91884 2.84795
H: -1.37826 -8.04032 4.34941
H: 0.20981 -8.66169 4.00066
H: -1.66866 -5.29956 2.05328
H: -2.37206 -6.27204 3.33459
H: -2.21396 -6.94509 1.71170
H: 2.28736 -7.67805 -0.29028
H: 3.73679 -7.58526 0.71522
H: 2.84457 -6.12066 0.32992
C: 0.32684 9.34202 0.76327
C: 0.48058 7.82098 0.48392
C: 0.29081 7.50451 -1.00718
C: -1.15930 7.43937 -1.48113
C: -1.97785 6.53538 -0.56395
C: -1.88649 6.96050 0.89896
N: -0.46326 7.05014 1.34704
O: -0.00289 5.85759 1.53485
C: -2.62323 8.30242 1.06892
C: -2.65878 5.97925 1.77345
C: 1.93233 7.50061 0.82801
H: -0.55430 9.58660 1.34842
H: 1.16352 9.71532 1.35352
H: 0.28762 9.92273 -0.15929
H: 0.75376 6.53626 -1.22286
H: 0.83887 8.23917 -1.59967
H: -1.59404 8.44155 -1.53290
H: -1.18797 7.04440 -2.49859
H: -3.02246 6.53667 -0.88172
H: -1.62592 5.50443 -0.67354
H: -2.53997 8.66785 2.09369
H: -3.68234 8.16749 0.84998
H: -2.27260 9.08303 0.39761
H: -2.31259 4.95469 1.65103
H: -3.71385 6.00180 1.50309
H: -2.57455 6.24656 2.82799
H: 2.12156 7.62118 1.89521
H: 2.58352 8.18730 0.28663
H: 2.21315 6.48811 0.54375

=====

The following is a DFT calculation (ωB97M-V with the def2-TZVPD basis set) of a cluster of 8 separate species, C32H56O16 in total at a distorted geometry.

Computed properties:
**DFT total energy**: -66850.30648 eV
**Kohn-Sham gap**: 9.953 eV
**Structure (SMILES)**: CCOC(C)=O.CCOC(C)=O.CCOC(C)=O.CCOC(C)=O.O=C1CCCO1.O=C1CCCO1.O=C1CCCO1.O=C1CCCO1

Geometry (Å):
C: 2.72623 -3.68018 12.80713
C: 2.14849 -4.05026 11.43385
O: 2.74376 -5.17601 10.78963
C: 2.24526 -5.55055 9.68089
C: 2.96960 -6.78028 9.06609
O: 1.34624 -5.02846 9.01712
H: 2.32404 -2.69509 13.04367
H: 3.81517 -3.72332 12.82856
H: 2.47278 -4.45764 13.52782
H: 1.07451 -4.18556 11.56176
H: 2.24443 -3.23577 10.71586
H: 3.99472 -6.91757 9.41014
H: 2.99917 -6.69999 7.97945
H: 2.37477 -7.62728 9.40795
C: 0.83625 -2.61926 -0.65992
C: 0.33949 -1.18317 -0.41784
O: 0.17302 -0.93883 0.95669
C: -0.96348 -1.35582 1.59947
C: -1.13893 -0.89000 2.96260
O: -1.89492 -1.95537 1.00209
H: 0.98600 -2.59326 -1.73927
H: 0.12894 -3.38128 -0.33262
H: 1.75788 -2.75134 -0.09312
H: 1.05548 -0.47608 -0.83674
H: -0.57593 -0.96280 -0.96695
H: -1.05931 -1.77187 3.59826
H: -2.11828 -0.43358 3.10633
H: -0.37931 -0.19997 3.32995
C: 5.25727 -3.85939 -6.07501
C: 4.59845 -5.13764 -6.67460
O: 4.19816 -4.90924 -8.06283
C: 3.28202 -3.91149 -8.37062
C: 2.87129 -3.69366 -9.81160
O: 2.74359 -3.15951 -7.53874
H: 4.71307 -2.92904 -6.23755
H: 6.25396 -3.73449 -6.49822
H: 5.26145 -4.10411 -5.01284
H: 5.22616 -6.02264 -6.57046
H: 3.72516 -5.42752 -6.09029
H: 2.16182 -4.42047 -10.20718
H: 3.83053 -3.78242 -10.32160
H: 2.49459 -2.69180 -10.01771
C: -8.48436 3.23663 0.40311
C: -8.21490 2.04962 1.29019
O: -8.53581 2.53617 2.57784
C: -8.93355 1.73350 3.57053
C: -8.96489 2.37452 4.91619
O: -9.40824 0.58794 3.42654
H: -7.64075 3.92402 0.46574
H: -9.40822 3.74876 0.67200
H: -8.62765 2.84299 -0.60318
H: -8.81721 1.21599 0.92910
H: -7.18946 1.68737 1.21698
H: -9.88307 2.91413 5.14829
H: -8.23725 3.15190 5.14924
H: -8.83628 1.58707 5.65880
O: 6.90266 1.98537 -2.45562
C: 6.38253 2.35491 -1.40081
C: 6.88622 2.27754 0.01017
C: 5.68655 2.64163 0.80164
C: 4.89964 3.59194 -0.16109
O: 5.19327 2.91788 -1.38300
H: 7.30581 1.29806 0.23964
H: 7.72488 2.97378 0.00728
H: 5.06371 1.82040 1.15627
H: 5.94564 3.27555 1.64965
H: 3.84342 3.79494 0.01583
H: 5.28800 4.60550 -0.06130
O: 1.86174 3.57647 -10.35681
C: 1.41008 3.76271 -9.23529
C: 1.92969 3.48090 -7.83640
C: 0.63623 3.37903 -7.02721
C: -0.30206 4.27751 -7.80739
O: 0.20130 4.34447 -9.13051
H: 2.40998 2.51461 -7.99039
H: 2.51874 4.33093 -7.49206
H: 0.26466 2.35435 -7.01888
H: 0.79754 3.68807 -5.99446
H: -1.34577 4.00368 -7.65317
H: -0.30434 5.28361 -7.38805
O: 2.35960 7.49356 4.26542
C: 1.25938 7.44052 4.71599
C: 0.72319 8.42772 5.67954
C: -0.76451 8.12051 5.61053
C: -0.89401 6.69756 4.93053
O: 0.31582 6.54587 4.30621
H: 1.11483 8.11210 6.64654
H: 0.93440 9.45787 5.39267
H: -1.33355 8.25752 6.53006
H: -1.23100 8.92063 5.03584
H: -1.02389 5.86884 5.62657
H: -1.70193 6.72261 4.19927
O: -2.47890 -5.77869 -6.43325
C: -3.20230 -5.14669 -5.64800
C: -3.86831 -5.66936 -4.40841
C: -4.78730 -4.48645 -4.10361
C: -4.30496 -3.25900 -4.86189
O: -3.41561 -3.83048 -5.84663
H: -4.46369 -6.57112 -4.55134
H: -3.04685 -5.82930 -3.71003
H: -5.76008 -4.80662 -4.47684
H: -4.84063 -4.39608 -3.01867
H: -5.14086 -2.69161 -5.27107
H: -3.71067 -2.62017 -4.20858

=====

The following is a DFT calculation (ωB97M-V with the def2-TZVPD basis set) of a structure of composition C32H57As3MnN7S.

Computed properties:
**Total charge**: +1
**DFT total energy**: -269204.04710 eV
**2S+1**: 2
**Kohn-Sham gap (spin up / spin down)**: 8.136 / 7.970 eV
**⟨S²⟩**: 1.206

Geometry (Å):
Mn: 0.57782 -0.48412 -1.57232
C: 1.90067 -3.89564 -1.04272
N: 1.32909 -3.37261 0.20428
C: 1.21569 -4.34423 1.29275
C: 2.17336 -3.82133 2.34755
N: 2.27698 -2.39753 2.01488
C: 3.33844 -1.71650 2.76223
C: 1.87062 -2.19532 0.70673
N: 1.90322 -1.11081 -0.00794
C: 2.50645 0.05688 0.64094
C: 2.47765 1.30784 -0.21552
N: 1.27589 1.39163 -1.02417
C: 0.95472 2.49911 -1.59690
N: -0.12540 2.57937 -2.44423
C: -0.62344 1.39929 -3.11761
C: -0.07592 3.81947 -3.20105
C: 0.72188 4.70529 -2.26547
N: 1.56489 3.73628 -1.56312
C: 2.39230 4.28646 -0.49688
H: 2.74686 -4.55851 -0.82851
H: 2.23861 -3.07314 -1.65509
H: 1.14673 -4.44416 -1.60630
H: 1.47349 -5.33996 0.93851
H: 0.19912 -4.38195 1.68538
H: 3.15883 -4.29723 2.29296
H: 1.78854 -3.94320 3.35914
H: 3.51036 -2.30106 3.66223
H: 3.06745 -0.71487 3.07653
H: 4.27810 -1.68629 2.20712
H: 3.55280 -0.11332 0.88708
H: 1.97255 0.25795 1.56967
H: 3.36466 1.31461 -0.85882
H: 2.58112 2.14425 0.47451
H: 0.09612 0.96410 -3.80873
H: -1.51856 1.66200 -3.67924
H: -0.94610 0.65702 -2.38302
H: -1.07727 4.19432 -3.40118
H: 0.44518 3.67801 -4.15539
H: 0.07143 5.23643 -1.56186
H: 1.33758 5.43184 -2.79104
H: 2.57442 5.33036 -0.74035
H: 3.35981 3.79653 -0.43434
H: 1.90086 4.25269 0.47995
C: -3.15425 -0.67939 -1.49872
As: -1.64195 -0.91307 -0.25870
C: -1.97104 -2.77421 0.22169
C: -2.68718 -0.13927 1.25493
C: -2.15344 0.10737 2.68272
C: -0.93056 -0.76989 2.97966
C: -1.81567 1.58327 2.93442
As: -0.30328 2.34530 1.94206
C: -0.87525 4.21397 2.12981
C: 1.00699 2.36093 3.40925
C: -3.24703 -0.29496 3.69849
As: -5.13048 0.33899 3.73731
C: -5.13028 2.10623 2.88199
C: -5.89545 -0.64032 2.21359
H: -4.04973 -0.45297 -0.92061
H: -3.33567 -1.58719 -2.06700
H: -2.97744 0.12986 -2.20162
H: -3.02795 -2.89654 0.45893
H: -1.37371 -3.03914 1.08459
H: -1.69528 -3.42683 -0.59808
H: -3.46615 -0.90039 1.31302
H: -3.17986 0.75755 0.87064
H: -0.09964 -0.54872 2.29986
H: -1.17819 -1.82820 2.87856
H: -0.57949 -0.60788 4.00298
H: -1.61862 1.73053 4.00206
H: -2.67498 2.20609 2.68630
H: -1.19406 4.42925 3.15048
H: -1.70310 4.40572 1.44794
H: -0.05072 4.88155 1.87419
H: 0.56052 2.75831 4.32095
H: 1.86136 2.98098 3.13330
H: 1.36137 1.34641 3.60191
H: -2.87347 -0.07501 4.70182
H: -3.37638 -1.38367 3.66724
H: -4.63423 2.84060 3.51552
H: -6.17803 2.39399 2.79179
H: -4.68376 2.10998 1.88732
H: -5.66525 -1.70238 2.30895
H: -5.54224 -0.27493 1.24984
H: -6.97805 -0.52628 2.25806
S: 0.86642 -3.70251 -4.70807
C: -0.67049 -3.96023 -4.02081
C: -0.97185 -3.00794 -3.09154
C: 0.04310 -2.01480 -2.86902
C: 1.08126 -2.30437 -3.72833
C: 2.25194 -1.45498 -3.82016
C: 3.37953 -1.74548 -4.58920
C: 4.38675 -0.80874 -4.69288
C: 4.24213 0.40790 -4.03962
C: 3.11437 0.60119 -3.26827
N: 2.14580 -0.30870 -3.12385
H: -1.28637 -4.78387 -4.35543
H: -1.93763 -3.02350 -2.61136
H: 3.44692 -2.69252 -5.10731
H: 5.26729 -1.01385 -5.28938
H: 4.98169 1.19227 -4.12470
H: 2.96312 1.54456 -2.75813